No. 1
Here is C7H11N as an isolated structure from the Open Molecules 2025 dataset. Energies are from ωB97M-V/def2-TZVPD.

The geometry in ORCA input format:
```
! RIJCOSX wB97M-V def2-TZVPD def2/J DEFGRID3
* xyz 0 1
C 1.537 1.782 -1.197
C -0.048 0.284 -0.013
C -1.305 0.176 0.706
C -0.584 -1.198 1.314
C 0.625 -0.310 1.135
C -0.777 -1.880 -0.081
C -0.049 -1.047 -0.894
H 2.374 1.973 -0.572
H 1.534 2.710 -2.107
H 2.129 0.728 -1.642
H 0.004 2.251 -0.292
H -2.033 0.012 -0.017
H -1.454 1.067 1.260
H -1.070 -1.513 2.352
H 1.367 -0.881 0.786
H 1.177 0.513 1.984
H -1.190 -2.834 -0.233
H 0.096 -1.029 -2.007
N 0.096 1.451 -0.762
*
```

Relative energy (zero: lowest compared OMol25 entry of this formula, charge and spin) in kJ/mol: 689.2
Orbital gap in eV: 9.663
E_tot in eV: -8920.5860

***

No. 2
Here is C17H30NO2P2PrTe as an isolated structure from the Open Molecules 2025 dataset. Energies are from ωB97M-V/def2-TZVPD.

The geometry in ORCA input format:
```
! RIJCOSX wB97M-V def2-TZVPD def2/J DEFGRID3
* xyz 0 3
C 3.349 -3.043 -0.604
C 2.401 -2.036 -0.842
N 1.580 -1.609 0.164
C 1.673 -2.155 1.411
C 2.584 -3.185 1.679
C 3.436 -3.632 0.662
C 2.212 -1.422 -2.205
P 1.396 0.247 -2.078
Pr 0.061 -0.130 -0.253
P -0.766 -0.817 1.752
C 0.793 -1.556 2.484
O 0.147 -2.801 -4.197
O -1.977 -1.401 -3.212
H 3.999 -3.368 -1.422
H 2.632 -3.614 2.684
H 4.161 -4.429 0.855
C 2.782 1.447 -1.893
C 0.735 0.596 -3.753
H 0.607 -2.273 3.302
H 1.326 -0.683 2.913
H 1.482 -2.027 -2.798
H 3.160 -1.410 -2.771
C -1.340 0.380 3.022
C -2.008 -2.176 1.835
H -1.535 -1.323 -2.314
H -2.358 -0.513 -3.339
H -0.666 -2.262 -3.999
H -0.067 -3.655 -3.781
H 0.863 1.077 0.591
H -0.814 -1.347 -1.061
H 3.476 1.410 -2.751
H 2.359 2.461 -1.801
H 3.319 1.213 -0.959
H 1.513 0.512 -4.531
H -0.080 -0.117 -3.946
H 0.319 1.618 -3.742
H -2.172 -2.535 2.867
H -2.959 -1.802 1.419
H -1.657 -3.001 1.195
H -1.532 -0.097 3.999
H -0.578 1.169 3.120
H -2.268 0.846 2.647
Te -2.063 1.990 -1.139
C -2.286 3.174 0.597
C -1.311 4.119 0.935
C -1.497 4.940 2.052
C -2.654 4.819 2.829
C -3.629 3.874 2.489
C -3.445 3.053 1.371
H -0.423 4.223 0.329
H -0.746 5.675 2.311
H -2.798 5.460 3.689
H -4.527 3.785 3.086
H -4.208 2.334 1.104
*
```

Orbital gap (spin up / spin down) in eV: 5.568 / 5.767
E_tot in eV: -63629.0974

***

No. 3
Here is CH4Br2Si as an isolated structure from the Open Molecules 2025 dataset. Energies are from ωB97M-V/def2-TZVPD.

The geometry in ORCA input format:
```
! RIJCOSX wB97M-V def2-TZVPD def2/J DEFGRID3
* xyz 0 3
C -0.548 0.620 -0.141
Si 0.960 -0.529 0.117
Br -1.997 -0.702 -0.334
Br -1.190 1.909 1.112
H -0.724 1.181 -1.291
H 0.266 -1.319 1.254
H 2.021 0.318 0.278
H 1.212 -1.476 -0.996
*
```

Relative energy (zero: lowest compared OMol25 entry of this formula, charge and spin) in kJ/mol: 474.9
Orbital gap (spin up / spin down) in eV: 5.809 / 5.706
E_tot in eV: -149057.5730